74
Properties=species:S:1:pos:R:3:lowdin_charge:R:1 method="wB97M-V/def2-TZVPD" homo_energy_ev="-9.4 / -9.4" total_charge=+1 relative_energy_kcal_mol=0.00 spin_multiplicity=2 s2=0.75
Ti 5.993 5.176 17.031 0.922
C 8.491 4.846 13.768 -0.035
C 7.953 5.483 14.917 -0.130
N 7.294 4.569 15.632 -0.115
N 7.534 3.294 15.052 0.017
C 8.161 3.472 13.889 -0.047
B 6.687 2.168 15.712 -0.460
N 5.170 2.501 15.581 -0.001
C 4.091 1.744 15.657 -0.060
C 2.948 2.532 15.989 -0.003
C 3.465 3.868 16.060 -0.096
N 4.803 3.841 15.866 -0.052
N 7.075 2.308 17.237 0.011
C 7.786 1.582 18.100 -0.046
C 7.837 2.248 19.323 -0.023
C 7.057 3.436 19.174 -0.089
N 6.628 3.483 17.886 -0.103
H 9.013 5.304 12.943 0.091
H 7.997 6.557 15.200 0.110
H 8.315 2.568 13.249 0.148
H 6.961 1.100 15.232 0.119
H 4.214 0.700 15.335 0.141
H 1.955 2.185 16.193 0.090
H 2.928 4.807 16.210 0.102
H 8.176 0.638 17.738 0.137
H 8.430 1.989 20.191 0.102
H 6.831 4.257 19.853 0.111
N 2.341 7.664 11.520 0.058
C 3.784 8.142 11.665 -0.084
C 4.502 7.480 12.845 -0.197
N 4.325 6.063 12.915 -0.044
C 2.954 5.634 12.850 -0.205
C 2.161 6.171 11.686 -0.101
H 2.009 7.921 10.599 0.169
H 1.778 8.207 12.205 0.196
H 3.748 9.221 11.797 0.132
H 4.290 7.925 10.687 0.148
H 4.192 7.913 13.793 0.122
H 5.573 7.755 12.782 0.147
H 5.017 5.461 12.510 0.121
H 2.427 5.905 13.754 0.118
H 2.905 4.542 12.791 0.139
H 1.091 6.013 11.833 0.136
H 2.443 5.738 10.703 0.147
S 6.880 9.895 17.305 0.218
P 7.833 8.640 18.482 0.137
S 7.811 6.566 18.123 0.341
C 9.587 9.023 18.520 -0.404
C 10.337 8.895 17.335 -0.102
C 11.724 8.996 17.435 -0.085
C 12.340 9.275 18.651 -0.102
C 11.596 9.471 19.780 -0.087
C 10.210 9.369 19.725 -0.081
C 7.226 8.680 20.159 -0.424
C 6.073 9.422 20.434 -0.098
C 5.446 9.262 21.655 -0.075
C 5.942 8.375 22.599 -0.078
C 7.107 7.665 22.330 -0.080
C 7.784 7.865 21.142 -0.133
H 9.868 8.648 16.382 0.096
H 12.385 8.949 16.528 0.119
H 13.436 9.337 18.732 0.114
H 12.087 9.700 20.731 0.114
H 9.618 9.635 20.596 0.106
H 5.657 10.102 19.698 0.066
H 4.529 9.784 21.886 0.106
H 5.384 8.203 23.506 0.103
H 7.402 6.922 23.066 0.106
H 8.714 7.324 20.976 0.104
F 4.917 6.971 16.391 -0.041
B 3.876 6.997 17.481 -1.134
F 4.373 5.821 18.306 -0.023
F 3.829 8.173 18.159 0.200
F 2.660 6.697 16.957 0.171

=====

81
Properties=species:S:1:pos:R:3:lowdin_charge:R:1 method="wB97M-V/def2-TZVPD" homo_energy_ev=-10.7 total_charge=+1
C 1.804 0.216 4.728 -0.132
C 1.350 0.949 3.421 -0.636
Cl 0.462 2.435 3.756 0.817
C 1.600 0.489 2.152 -0.474
Cl 2.608 -1.017 2.311 0.814
C 1.243 1.182 0.787 -0.180
C 1.836 2.647 0.694 -0.259
F 1.793 3.159 -0.621 0.095
F 0.997 3.621 1.253 0.039
C 3.283 2.951 1.201 -0.260
F 3.963 2.032 1.951 0.127
F 3.212 4.036 2.079 0.112
C 4.342 3.435 0.103 -0.252
F 5.569 3.332 0.741 0.122
F 4.469 2.537 -0.933 0.125
C 4.266 4.934 -0.366 -0.456
F 4.516 4.941 -1.722 0.136
F 3.118 5.604 -0.179 0.175
F 5.286 5.657 0.176 0.159
C 2.301 0.417 -0.173 -0.242
C 1.819 -0.962 -0.760 -0.538
I 3.247 -1.232 -2.427 1.048
C 0.268 -1.089 -1.071 -0.278
C 0.084 -1.832 -2.488 -0.198
O 0.711 -3.101 -2.559 -0.142
C -0.012 -4.246 -2.691 -0.247
C -1.412 -4.545 -2.494 -0.037
C -1.990 -5.867 -2.643 -0.070
C -1.159 -7.013 -2.993 -0.073
C 0.253 -6.734 -3.201 -0.080
C 0.804 -5.419 -3.056 0.001
C -0.334 -2.228 -0.151 -0.003
B -0.778 -2.186 1.358 -0.572
O 0.041 -2.743 2.381 0.076
O -2.078 -1.871 1.879 0.091
C -0.444 0.348 -1.014 -0.147
C -1.925 0.082 -1.446 0.016
B -3.092 1.178 -1.490 -0.568
O -4.046 1.106 -0.442 0.117
O -3.336 2.137 -2.484 0.145
B -0.033 1.312 -2.271 -0.556
O -0.489 2.653 -2.374 0.141
O 0.949 1.036 -3.235 0.109
N -0.185 1.102 0.284 0.098
C -1.269 1.080 1.316 -0.117
C -1.999 2.448 1.599 -0.138
C -2.877 2.190 2.913 -0.086
C -4.309 1.678 2.602 -0.471
O -5.123 2.267 1.967 0.142
O -4.656 0.443 3.190 0.049
H 1.358 0.688 5.634 0.074
H 1.470 -0.853 4.725 0.077
H 2.919 0.293 4.847 0.099
H 2.526 1.018 -1.102 0.064
H 3.323 0.389 0.284 0.102
H 2.098 -1.844 -0.132 0.054
H 0.446 -1.260 -3.368 0.105
H -1.005 -2.026 -2.707 0.120
H -2.076 -3.691 -2.211 0.092
H -3.063 -6.071 -2.461 0.101
H -1.603 -8.022 -3.075 0.100
H 0.947 -7.573 -3.445 0.108
H 1.905 -5.318 -3.216 0.118
H 0.373 -3.108 -0.165 0.148
H -1.250 -2.638 -0.671 0.108
H -0.500 -3.340 2.929 0.119
H -1.958 -1.401 2.723 0.098
H -1.913 -0.180 -2.553 0.153
H -2.410 -0.822 -0.978 0.145
H -4.864 1.502 -0.798 0.128
H -3.651 2.943 -2.031 0.129
H -0.846 2.784 -3.270 0.128
H 0.615 1.211 -4.136 0.139
H -0.304 2.087 -0.049 0.167
H -1.019 0.657 2.312 0.099
H -2.144 0.415 1.065 0.129
H -2.719 2.791 0.826 0.115
H -1.351 3.302 1.879 0.086
H -3.006 3.205 3.384 0.142
H -2.341 1.581 3.677 0.103
H -4.607 -0.270 2.528 0.111

=====

73
Properties=species:S:1:pos:R:3:lowdin_charge:R:1 method="wB97M-V/def2-TZVPD" homo_energy_ev="-8.0 / -8.0" relative_energy_kcal_mol=0.00 spin_multiplicity=3 s2=2.00
Tm -0.538 -0.100 0.473 1.102
C -3.582 0.439 -1.787 -0.050
C -2.233 0.515 -2.449 -0.307
C -2.001 0.791 -3.805 0.024
C -0.613 0.757 -3.933 -0.293
C 0.246 0.933 -5.117 -0.029
N -0.039 0.459 -2.752 0.039
N -1.047 0.330 -1.796 -0.017
B 1.503 0.555 -2.339 -0.416
N 1.653 1.663 -1.193 0.036
N 0.826 1.695 -0.062 -0.014
C 1.270 2.734 0.693 -0.341
C 0.641 3.160 1.967 -0.024
C 2.377 3.331 0.092 0.007
C 2.557 2.635 -1.098 -0.313
C 3.609 2.855 -2.135 -0.014
N 1.867 -0.828 -1.692 0.015
N 1.039 -1.474 -0.762 -0.005
C 1.605 -2.683 -0.537 -0.323
C 0.982 -3.707 0.381 -0.033
C 2.791 -2.810 -1.298 0.013
C 2.909 -1.613 -2.002 -0.300
C 4.046 -1.109 -2.840 -0.019
H -4.141 1.365 -1.926 0.081
H -3.393 0.251 -0.713 0.016
H -4.164 -0.392 -2.213 0.089
H -2.735 1.008 -4.570 0.112
H -0.310 1.346 -5.926 0.067
H 0.578 -0.101 -5.468 0.121
H 1.120 1.537 -4.889 0.062
H 2.186 0.822 -3.326 0.103
H -0.022 2.344 2.283 0.061
H 0.079 4.092 1.838 0.088
H 1.365 3.303 2.777 0.091
H 2.922 4.219 0.370 0.114
H 4.228 3.718 -1.835 0.088
H 3.157 3.099 -3.083 0.074
H 4.265 1.962 -2.246 0.086
H 0.140 -4.174 -0.150 0.068
H 0.510 -3.168 1.221 0.040
H 1.719 -4.471 0.666 0.088
H 3.406 -3.705 -1.425 0.114
H 4.549 -1.975 -3.268 0.081
H 4.747 -0.521 -2.206 0.093
H 3.703 -0.475 -3.649 0.057
Cl -1.055 -1.487 3.165 0.690
C 0.663 -1.282 3.431 -0.707
C 1.316 -0.661 2.382 -0.254
C 2.667 -0.424 2.488 -0.696
Cl 3.568 0.090 1.099 0.738
C 3.332 -0.542 3.741 -0.709
Cl 4.901 0.092 3.992 0.673
C 2.656 -1.156 4.821 -0.710
Cl 3.395 -1.362 6.352 0.670
C 1.304 -1.598 4.644 -0.691
Cl 0.570 -2.628 5.823 0.654
S -2.293 -2.210 0.208 0.619
C -3.541 -1.903 1.358 -0.808
N -4.289 -2.838 1.998 0.027
C -5.332 -2.231 2.879 -0.125
C -5.101 -0.730 2.695 -0.131
N -3.948 -0.679 1.782 0.025
H -4.337 -3.800 1.687 0.140
H -5.126 -2.515 3.923 0.114
H -6.384 -2.565 2.618 0.133
H -4.899 -0.260 3.660 0.120
H -5.973 -0.247 2.263 0.113
H -3.429 0.203 1.585 0.091
C -2.499 2.464 0.619 -0.212
O -2.053 1.181 1.008 -0.526
H -2.480 3.172 1.468 0.075
H -3.543 2.421 0.222 0.074
H -1.863 2.882 -0.183 0.079

=====

76
Properties=species:S:1:pos:R:3:lowdin_charge:R:1 method="wB97M-V/def2-TZVPD" homo_energy_ev="-7.1 / -8.9" relative_energy_kcal_mol=45.35 spin_multiplicity=5 s2=6.05
Pd -0.260 -0.300 0.257 1.260
O 0.340 1.656 0.685 -0.611
S -0.076 3.000 0.099 1.053
C 0.146 2.892 -1.701 -0.286
C -0.922 2.066 -2.398 -0.231
C -2.360 2.580 -2.246 -0.218
C -3.367 1.440 -2.129 -0.277
S -3.416 0.765 -0.431 1.059
O -2.081 1.151 0.169 -0.642
C -4.533 1.963 0.282 -0.368
C -4.052 3.003 1.058 -0.065
C -4.954 3.912 1.594 -0.065
C -6.313 3.773 1.353 -0.075
C -6.783 2.714 0.586 -0.070
C -5.893 1.796 0.052 -0.080
C 1.351 4.010 0.435 -0.385
C 2.620 3.447 0.418 -0.049
C 3.705 4.264 0.692 -0.052
C 3.516 5.613 0.967 -0.070
C 2.241 6.159 0.981 -0.075
C 1.143 5.351 0.723 -0.085
H 1.146 2.481 -1.857 0.109
H 0.145 3.938 -2.025 0.110
H -0.857 1.036 -2.055 0.065
H -0.655 2.023 -3.457 0.129
H -2.630 3.193 -3.108 0.121
H -2.466 3.235 -1.375 0.093
H -3.125 0.601 -2.781 0.097
H -4.388 1.763 -2.337 0.095
H -2.990 3.078 1.251 0.093
H -4.593 4.727 2.209 0.108
H -7.011 4.483 1.776 0.106
H -7.845 2.594 0.417 0.109
H -6.252 0.950 -0.523 0.120
H 2.737 2.390 0.206 0.090
H 4.701 3.843 0.693 0.113
H 4.370 6.241 1.182 0.107
H 2.098 7.207 1.207 0.107
H 0.138 5.754 0.755 0.109
C 3.841 -2.845 -0.152 -0.051
C 3.043 -2.384 1.052 -0.582
O 3.697 -2.810 2.254 -0.051
P 2.954 -0.544 1.123 0.440
O 4.421 -0.077 1.529 -0.094
O 2.069 -0.248 2.406 -0.146
O 2.495 0.111 -0.111 -0.294
P 1.283 -2.874 1.048 0.389
O 1.148 -4.364 0.561 -0.081
O 0.822 -2.574 2.438 -0.285
O 0.706 -2.022 -0.108 -0.413
H 4.874 -2.504 -0.066 0.087
H 3.410 -2.444 -1.068 0.090
H 3.835 -3.933 -0.200 0.088
H 3.013 -2.919 2.932 0.090
H 4.715 -0.549 2.321 0.089
H 1.501 -1.030 2.658 0.035
H 0.303 -4.462 0.071 0.065
O -3.680 -2.379 -1.084 -0.424
Se -2.146 -2.381 -0.666 0.852
O -1.410 -3.801 -0.713 -0.415
O -1.336 -1.129 -1.513 -0.462
O -1.845 -1.607 0.841 -0.476
Cl -1.585 -1.992 5.133 0.719
C -0.592 -0.607 5.437 -0.603
C 0.170 -0.582 6.587 -0.115
C 0.965 0.522 6.872 -0.084
C 0.988 1.608 5.996 -0.091
C 0.231 1.585 4.850 -0.042
C -0.589 0.474 4.514 -0.325
C -1.310 0.459 3.319 0.061
H 0.137 -1.428 7.260 0.102
H 1.560 0.534 7.775 0.101
H 1.608 2.468 6.216 0.101
H 0.261 2.418 4.158 0.111
H -1.264 1.321 2.670 0.038
H -1.862 -0.408 2.988 0.028

=====

67
Properties=species:S:1:pos:R:3:lowdin_charge:R:1 method="wB97M-V/def2-TZVPD" homo_energy_ev=-13.3 total_charge=+2
Ir 1.344 0.145 0.409 1.454
C 3.482 -1.960 -0.236 -0.034
N 3.379 -0.575 0.244 -0.384
C 4.141 0.327 -0.659 -0.044
C 3.888 -0.418 1.612 -0.176
C 3.010 -1.167 2.568 -0.152
N 1.604 -0.706 2.435 -0.325
C 1.349 0.420 3.362 -0.038
C 0.661 -1.813 2.691 -0.049
H 4.508 -2.317 -0.132 0.124
H 3.204 -2.008 -1.287 0.106
H 2.825 -2.623 0.327 0.083
H 5.202 0.064 -0.656 0.115
H 4.039 1.357 -0.330 0.087
H 3.764 0.237 -1.676 0.105
H 3.878 0.646 1.856 0.113
H 4.919 -0.775 1.695 0.155
H 3.379 -0.996 3.581 0.152
H 3.046 -2.241 2.394 0.125
H 1.454 0.081 4.396 0.121
H 0.333 0.786 3.223 0.087
H 2.052 1.228 3.183 0.063
H 0.854 -2.255 3.671 0.120
H 0.771 -2.586 1.930 0.091
H -0.359 -1.437 2.674 0.087
C -1.177 -2.373 -0.679 0.034
C -1.588 -1.138 0.041 -0.325
N -0.771 -0.207 0.510 -0.069
C -1.557 0.767 1.116 -0.108
C -2.851 0.396 1.010 0.001
N -2.855 -0.808 0.339 0.012
C -4.056 -1.558 -0.025 -0.043
N -4.282 -1.492 -1.433 -0.073
N -4.418 -0.282 -2.047 0.063
N -4.592 -0.464 -3.289 0.090
C -4.570 -1.821 -3.562 -0.215
C -4.682 -2.522 -4.764 0.006
C -4.617 -3.894 -4.700 -0.063
C -4.453 -4.569 -3.476 -0.062
C -4.345 -3.892 -2.280 -0.024
C -4.383 -2.499 -2.355 -0.189
H -0.088 -2.433 -0.695 0.068
H -1.530 -2.365 -1.712 0.101
H -1.571 -3.266 -0.193 0.101
H -1.137 1.650 1.565 0.111
H -3.756 0.872 1.344 0.143
H -4.892 -1.120 0.519 0.149
H -3.954 -2.604 0.257 0.142
H -4.795 -1.999 -5.704 0.124
H -4.689 -4.476 -5.609 0.113
H -4.426 -5.651 -3.475 0.114
H -4.274 -4.422 -1.339 0.108
O 3.076 2.910 2.497 0.122
C 2.406 3.105 1.521 -0.373
N 1.804 2.108 0.730 -0.005
C 1.162 2.641 -0.331 -0.438
O 0.651 1.834 -1.121 0.026
C 1.241 4.104 -0.272 -0.090
C 0.703 5.099 -1.059 0.033
C 0.975 6.416 -0.687 -0.023
C 1.754 6.705 0.425 -0.017
C 2.292 5.690 1.222 0.033
C 2.018 4.395 0.856 -0.077
H 0.093 4.866 -1.921 0.134
H 0.567 7.227 -1.275 0.123
H 1.953 7.737 0.681 0.124
H 2.886 5.918 2.097 0.135

=====

66
Properties=species:S:1:pos:R:3:lowdin_charge:R:1 method="wB97M-V/def2-TZVPD" homo_energy_ev="-15.2 / -15.2" total_charge=+2 relative_energy_kcal_mol=20.67 spin_multiplicity=5 s2=6.07
Mn 0.319 -0.350 0.031 0.939
C 0.819 -1.599 -2.777 -0.153
C 1.597 -0.368 -3.212 -0.089
C 1.195 0.969 -2.646 -0.221
C 1.451 2.097 -3.419 0.016
C 1.240 3.362 -2.905 0.001
C 0.779 3.475 -1.600 -0.013
C 0.514 2.321 -0.901 -0.111
N 0.694 1.082 -1.405 0.021
N 1.078 -2.050 -1.393 -0.202
C 2.496 -2.367 -1.181 -0.104
C 3.255 -1.300 -0.434 -0.242
C 4.635 -1.396 -0.315 0.014
C 5.318 -0.450 0.427 -0.007
C 4.601 0.582 1.019 -0.018
C 3.234 0.613 0.847 -0.092
N 2.571 -0.313 0.141 0.036
C 0.263 -3.242 -1.118 -0.130
C -1.205 -2.931 -1.137 -0.266
C -2.131 -3.902 -1.483 0.014
C -3.479 -3.584 -1.461 -0.013
C -3.849 -2.294 -1.113 -0.020
C -2.858 -1.387 -0.787 -0.096
N -1.558 -1.694 -0.783 0.071
H 1.074 -2.412 -3.467 0.143
H -0.247 -1.402 -2.879 0.128
H 1.508 -0.307 -4.296 0.135
H 2.665 -0.494 -3.005 0.131
H 1.828 1.971 -4.424 0.133
H 1.441 4.242 -3.500 0.131
H 0.618 4.438 -1.137 0.125
H 0.134 2.383 0.109 0.090
H 2.993 -2.568 -2.135 0.144
H 2.575 -3.284 -0.594 0.143
H 5.158 -2.211 -0.798 0.134
H 6.391 -0.519 0.549 0.129
H 5.095 1.346 1.602 0.124
H 2.640 1.404 1.291 0.121
H 0.518 -3.606 -0.121 0.126
H 0.482 -4.034 -1.843 0.145
H -1.795 -4.890 -1.769 0.130
H -4.222 -4.323 -1.728 0.127
H -4.886 -1.991 -1.105 0.121
H -3.120 -0.367 -0.542 0.105
O 0.386 -0.877 3.929 -0.466
S 0.587 -1.876 2.903 0.864
N 0.432 -1.422 1.479 -0.463
O -1.274 0.805 0.686 -0.083
C -2.299 0.874 1.397 -0.468
C -2.545 0.005 2.582 -0.073
C -2.297 0.962 3.799 -0.139
C -1.434 2.222 3.526 -0.172
C -2.158 3.433 2.893 -0.153
C -2.535 3.254 1.412 -0.130
N -3.138 1.917 1.268 0.108
H -1.851 -0.826 2.577 0.066
H -3.562 -0.389 2.603 0.136
H -1.799 0.380 4.572 0.104
H -3.258 1.284 4.204 0.120
H -0.557 1.951 2.929 0.104
H -1.047 2.555 4.488 0.123
H -1.527 4.319 2.992 0.120
H -3.068 3.630 3.466 0.121
H -1.665 3.313 0.761 0.097
H -3.251 4.007 1.091 0.129
H -3.965 1.828 1.844 0.154

=====

63
Properties=species:S:1:pos:R:3:lowdin_charge:R:1 method="wB97M-V/def2-TZVPD" homo_energy_ev=-7.7 smiles="CCOc1ccccc1N1CCN(C(=O)c2ccccc2SCC(=O)N2CCCC2)CC1" relative_energy_kcal_mol=27.36
C -1.620 5.026 -4.290 -0.062
C -0.299 4.428 -4.748 -0.260
H 0.448 5.222 -4.886 0.126
H -0.433 3.903 -5.705 0.127
O 0.127 3.525 -3.750 -0.075
C 1.322 2.876 -3.901 -0.195
C 2.146 3.017 -5.005 -0.025
C 3.363 2.354 -5.070 -0.097
C 3.760 1.541 -4.030 -0.098
C 2.937 1.379 -2.928 -0.022
C 1.713 2.032 -2.837 -0.157
N 0.892 1.938 -1.708 -0.093
C 1.469 1.475 -0.466 -0.158
H 2.473 1.888 -0.359 0.130
C 0.603 1.983 0.693 -0.110
N -0.758 1.534 0.528 -0.031
C -1.473 0.815 1.409 -0.460
O -2.636 0.493 1.217 0.060
C -0.784 0.445 2.693 -0.165
C -1.164 1.130 3.841 -0.013
C -0.599 0.831 5.068 -0.071
C 0.355 -0.170 5.159 -0.077
C 0.717 -0.881 4.031 -0.113
C 0.142 -0.591 2.799 -0.477
S 0.717 -1.540 1.404 0.998
C -0.811 -1.998 0.505 -0.316
C -0.862 -3.501 0.292 -0.539
O -0.713 -3.990 -0.813 0.058
N -1.088 -4.250 1.383 -0.058
C -1.133 -5.701 1.276 -0.138
C -1.046 -6.179 2.720 -0.164
H -1.515 -7.150 2.863 0.109
C -1.754 -5.059 3.480 -0.159
H -1.502 -5.036 4.538 0.110
H -2.835 -5.166 3.379 0.114
C -1.282 -3.804 2.748 -0.158
H -0.335 -3.447 3.169 0.099
H -2.013 -2.993 2.806 0.129
H -0.003 -6.243 3.033 0.114
H -0.314 -6.048 0.643 0.125
H -2.076 -6.004 0.807 0.131
H -1.669 -1.646 1.072 0.075
H -0.785 -1.515 -0.472 0.074
H 1.454 -1.668 4.089 0.101
H 0.808 -0.406 6.110 0.105
H -0.900 1.378 5.948 0.104
H -1.905 1.910 3.756 0.124
C -1.334 1.928 -0.740 -0.095
C -0.453 1.428 -1.883 -0.121
H -0.854 1.782 -2.830 0.120
H -0.451 0.325 -1.890 0.129
H -2.337 1.504 -0.801 0.127
H -1.392 3.021 -0.784 0.136
H 1.004 1.634 1.644 0.121
H 0.610 3.080 0.683 0.136
H 1.526 0.376 -0.414 0.088
H 3.250 0.721 -2.133 0.105
H 4.705 1.020 -4.073 0.100
H 3.992 2.484 -5.938 0.100
H 1.857 3.657 -5.823 0.101
H -2.358 4.239 -4.155 0.076
H -1.984 5.732 -5.030 0.075
H -1.485 5.539 -3.342 0.077